Record 1
Entry from the Open Molecules 2025 dataset: C18H24N2O5 in the gas phase (the ωB97M-V functional and the def2-TZVPD basis).

Output
spin multiplicity: 1
SMILES: CCn1cc(C(=O)NCCCOC)c2cc(OC)c(OC)cc2c1=O
charge: 0
LUMO: 0.024 Ha
orbital gap: 8.53 eV

Cartesian coordinates (Å):
C -4.927 -2.692 -0.866
C -4.599 -2.050 0.478
N -3.318 -1.369 0.438
C -2.178 -2.094 0.569
C -0.936 -1.556 0.500
C 0.240 -2.472 0.600
O 0.316 -3.364 1.423
N 1.189 -2.250 -0.336
C 2.430 -2.995 -0.364
C 3.455 -2.349 -1.291
C 3.838 -0.933 -0.864
O 4.295 -0.956 0.467
C 4.615 0.321 0.958
C -0.815 -0.132 0.356
C 0.394 0.563 0.436
C 0.475 1.937 0.291
O 1.743 2.427 0.377
C 1.995 3.811 0.501
C -0.711 2.679 0.055
O -0.605 4.031 -0.130
C -1.786 4.774 -0.321
C -1.913 2.003 0.030
C -1.990 0.617 0.187
C -3.310 -0.004 0.191
O -4.354 0.604 0.015
H -4.166 -3.420 -1.141
H -5.888 -3.195 -0.810
H -4.978 -1.929 -1.638
H -5.352 -1.296 0.719
H -4.570 -2.804 1.269
H -2.302 -3.155 0.727
H 1.031 -1.563 -1.054
H 2.236 -4.024 -0.692
H 2.823 -3.035 0.655
H 4.351 -2.970 -1.282
H 3.070 -2.313 -2.312
H 2.978 -0.249 -0.952
H 4.630 -0.551 -1.530
H 3.751 0.995 0.908
H 5.443 0.767 0.391
H 4.917 0.187 1.994
H 1.308 0.035 0.655
H 1.745 4.351 -0.413
H 3.066 3.887 0.689
H 1.448 4.245 1.340
H -1.461 5.807 -0.437
H -2.453 4.698 0.543
H -2.319 4.457 -1.222
H -2.848 2.521 -0.110

Cartesian forces (eV/Å) of the 2 atoms listed first:
0.0 0.1 0.2
-0.5 -0.1 -0.2

Record 2
Entry from the Open Molecules 2025 dataset: 2 unconnected molecules or ions with the total composition C18H24N2O6 at a distorted geometry (the ωB97M-V functional and the def2-TZVPD basis).

Output
spin multiplicity: 1
SMILES: CC(C)=NC1=C(c2ccccn2)C(=O)OC1=O.COCCOCCOC
charge: 0
LUMO: -0.018 Ha
orbital gap: 7.89 eV

Cartesian coordinates (Å):
C 0.627 3.551 5.681
C -0.373 2.531 5.254
C -1.206 1.916 6.329
N -0.521 2.207 4.007
C -1.071 3.113 3.175
C -0.757 3.389 1.889
C 0.316 2.693 1.169
C 1.354 3.387 0.567
C 2.366 2.747 -0.127
C 2.306 1.359 -0.156
C 1.248 0.754 0.500
N 0.253 1.354 1.140
C -1.652 4.422 1.377
O -1.625 5.030 0.367
O -2.637 4.589 2.358
C -2.204 4.040 3.523
O -2.696 4.297 4.569
H 1.150 3.979 4.834
H 0.090 4.334 6.218
H 1.346 3.099 6.361
H -1.928 1.255 5.866
H -0.599 1.378 7.056
H -1.722 2.726 6.839
H 1.363 4.466 0.635
H 3.169 3.293 -0.592
H 3.053 0.775 -0.667
H 1.227 -0.331 0.494
C 0.674 -2.958 -6.587
O 0.609 -3.332 -5.231
C 1.710 -2.831 -4.493
C 1.475 -3.007 -3.009
O 0.672 -1.985 -2.438
C -0.725 -2.081 -2.685
C -1.415 -3.129 -1.841
O -1.268 -4.412 -2.425
C -1.690 -5.435 -1.554
H 1.599 -3.320 -7.052
H -0.175 -3.409 -7.097
H 0.610 -1.869 -6.695
H 1.858 -1.767 -4.716
H 2.608 -3.392 -4.787
H 2.441 -2.923 -2.508
H 1.072 -3.998 -2.788
H -0.929 -2.231 -3.747
H -1.130 -1.107 -2.404
H -2.487 -2.896 -1.780
H -0.988 -3.126 -0.830
H -1.068 -5.460 -0.652
H -1.585 -6.383 -2.078
H -2.741 -5.302 -1.270

Cartesian forces (eV/Å) of the 2 atoms listed first:
-0.4 0.3 -0.1
0.2 -0.4 -0.2

Record 3
Entry from the Open Molecules 2025 dataset: C18H24N4O4 in the gas phase at a distorted geometry (the ωB97M-V functional and the def2-TZVPD basis).

Output
spin multiplicity: 1
SMILES: O=C(O)CCNC(=O)CN1CCc2ccc(N3CCNCC3)cc2C1=O
charge: 0
LUMO: 0.018 Ha
orbital gap: 8.11 eV

Cartesian coordinates (Å):
O 1.585 2.670 4.162
C 2.083 3.336 3.334
O 2.290 4.605 3.566
C 2.223 2.843 1.913
C 3.656 2.929 1.495
N 4.077 2.056 0.388
C 4.846 0.878 0.532
O 5.489 0.670 1.489
C 4.748 -0.293 -0.483
N 3.456 -1.080 -0.523
C 3.413 -2.354 0.118
C 2.107 -2.835 0.782
C 1.003 -2.054 0.432
C -0.268 -2.416 0.882
C -1.433 -1.751 0.492
C -1.350 -0.483 -0.124
N -2.325 0.433 -0.315
C -3.580 -0.089 -0.783
C -4.618 0.995 -0.993
N -4.754 1.893 0.123
C -3.539 2.334 0.856
C -2.230 1.856 0.269
C -0.006 -0.087 -0.495
C 1.123 -0.921 -0.349
C 2.399 -0.388 -0.845
O 2.447 0.601 -1.560
H 1.760 4.842 4.340
H 1.895 1.739 1.765
H 1.634 3.495 1.276
H 4.160 3.776 1.107
H 4.154 2.713 2.378
H 3.523 1.987 -0.476
H 4.861 0.177 -1.420
H 5.678 -0.866 -0.304
H 4.233 -2.366 0.940
H 3.698 -3.148 -0.649
H 1.914 -3.852 0.527
H 2.172 -2.792 1.844
H -0.485 -3.293 1.548
H -2.358 -2.184 0.847
H -3.477 -0.678 -1.738
H -3.963 -0.820 -0.036
H -5.554 0.424 -1.142
H -4.315 1.553 -1.829
H -5.467 1.676 0.750
H -3.487 1.957 1.847
H -3.477 3.393 1.006
H -1.385 2.058 1.044
H -2.097 2.490 -0.547
H 0.002 0.831 -0.982

Cartesian forces (eV/Å) of the 2 atoms listed first:
-1.1 -2.3 2.5
-1.3 -0.7 -1.9

Record 4
Entry from the Open Molecules 2025 dataset: C18H24N4O6 in the gas phase at a distorted geometry (the ωB97M-V functional and the def2-TZVPD basis).

Output
spin multiplicity: 1
SMILES: CCOC(=O)N1CCN(C(=O)C(=O)N/N=C/c2ccc(OC)cc2OC)CC1
charge: 0
LUMO: -0.006 Ha
orbital gap: 8.83 eV

Cartesian coordinates (Å):
C 1.268 2.501 -1.041
C 0.229 3.279 -1.759
O -1.145 2.434 -1.757
C -1.824 2.657 -0.348
O -1.425 3.297 0.666
N -2.972 2.089 -0.464
C -3.567 1.830 0.873
C -2.901 0.447 1.493
N -3.182 -0.384 0.563
C -3.483 -1.728 0.906
O -3.638 -2.253 2.049
C -3.260 -2.878 0.025
O -4.225 -3.573 -0.630
N -2.055 -3.346 -0.123
N -0.950 -2.684 0.233
C 0.184 -2.815 -0.069
C 1.375 -1.747 0.184
C 0.985 -0.773 1.263
C 1.936 0.089 1.414
C 3.139 0.079 1.109
O 4.301 0.934 1.157
C 4.052 1.880 1.961
C 3.535 -0.941 0.121
C 2.508 -1.926 -0.117
O 2.774 -2.833 -1.397
C 4.143 -3.154 -1.719
C -2.802 -0.178 -0.711
C -3.198 0.947 -1.126
H 2.028 3.074 -1.265
H 1.290 1.545 -1.589
H 1.085 2.471 -0.104
H 0.161 4.370 -1.322
H 0.267 3.356 -2.861
H -3.118 2.482 1.670
H -4.573 1.837 0.766
H -3.270 0.127 2.419
H -1.785 0.524 1.730
H -1.806 -4.088 -0.817
H 0.500 -3.597 -0.503
H 0.051 -0.755 1.395
H 1.782 1.078 2.243
H 5.064 2.476 2.148
H 3.797 1.432 3.069
H 3.273 2.514 1.721
H 4.578 -1.142 -0.255
H 4.821 -3.537 -0.935
H 4.391 -2.153 -2.347
H 3.907 -4.093 -2.235
H -1.639 -0.382 -0.808
H -3.118 -1.050 -1.538
H -4.507 1.024 -1.102
H -2.981 1.238 -2.238

Cartesian forces (eV/Å) of the 2 atoms listed first:
-2.8 -2.3 -6.7
-3.6 0.7 -0.3

The following ΔE to the lowest compared entry with this formula, charge and spin values (in eV) correspond, in order, to the records above: 1.798; 5.347; 4.365; 17.719.
The following E_tot values (in Eh) correspond, in order, to the records above: -1186.0184; -1261.1464; -1220.2076; -1370.1147.